The following is a DFT calculation (wB97M-V/def2-TZVPD) of an isolated ion of composition C5H6N and charge +1.

Each atom is followed by the atoms it is bonded to, with distances in Å.
Positions of all 12 atoms, in Å:
1 C -0.5534 1.1655 0.0886  C2 1.343, C4 1.722, N6 1.293
2 C -1.7830 0.7309 -0.2319  C1 1.343, C3 1.512, C4 1.756
3 C -1.8118 -0.6546 0.3735  C2 1.512, C4 1.584, H7 1.134, H8 1.027
4 C -0.5124 -0.4487 -0.5093  C1 1.722, C2 1.756, C3 1.584, N6 1.429, H9 1.121
5 C 1.8686 0.4810 0.0638  N6 1.391, H10 1.138, H11 1.085, H12 1.048
6 N 0.4803 0.3893 0.0870  C1 1.293, C4 1.429, C5 1.391
7 H -1.5128 -0.7152 1.4657  C3 1.134
8 H -2.4056 -1.4157 0.0241  C3 1.027
9 H -0.2983 -0.9521 -1.4877  C4 1.121
10 H 1.9909 1.1781 -0.8276  C5 1.138
11 H 2.2619 0.7138 1.0473  C5 1.085
12 H 2.2755 -0.4722 -0.0935  C5 1.048

Results
M in g/mol: 80.11
E_LUMO (alpha / beta) in eV: -6.46 / -6.46
HOMO-LUMO gap (alpha / beta) in eV: 8.5 / 8.5
HOMO (alpha / beta) in eV: -14.9941 / -14.9940
Total charge: +1
Relative energy (zero: lowest compared OMol25 entry of this formula, charge and spin) in kcal per mole: 177.5

Results of the Mulliken charge analysis, in e, for atoms 1 through 5:
1. C 0.42
2. C -0.35
3. C -0.33
4. C -0.10
5. C -0.73


The following is a DFT calculation (wB97M-V/def2-TZVPD) of an isolated ion of composition C5H6N and charge +1.

Each atom is followed by the atoms it is bonded to, with distances in Å.
Positions of all 12 atoms, in Å:
1 C -0.5890 -0.7743 -1.8891  C4 1.426, N6 1.124
2 C 0.3702 1.6192 0.5699  C5 1.344, H7 1.075, H8 1.057
3 C -0.6144 -0.6511 0.7282  C4 1.484, C5 1.601, H9 1.085, H10 1.083
4 C -0.1023 -1.1025 -0.5893  C1 1.426, C3 1.484, C5 1.824, H11 1.154
5 C 0.5926 0.3180 0.3198  C2 1.344, C3 1.601, C4 1.824, H12 1.090
6 N -0.8759 -0.4973 -2.9399  C1 1.124
7 H 1.3055 2.1478 0.6009  C2 1.075
8 H -0.5781 2.0362 0.7808  C2 1.057
9 H -1.5448 -0.1074 0.8576  C3 1.085
10 H -0.2375 -1.1196 1.6291  C3 1.083
11 H 0.6271 -1.9964 -0.5872  C4 1.154
12 H 1.6467 0.1275 0.5193  C5 1.090

Results
M in g/mol: 80.11
E_LUMO in eV: -7.13
HOMO-LUMO gap in eV: 9.4
HOMO in eV: -16.5810
Total charge: +1
Relative energy (zero: lowest compared OMol25 entry of this formula, charge and spin) in kcal per mole: 102.6

Results of the Mulliken charge analysis, in e, for atoms 1 through 5:
1. C -0.02
2. C -0.47
3. C -0.50
4. C 0.15
5. C 0.01


The following is a DFT calculation (wB97M-V/def2-TZVPD) of an isolated ion of composition C5H6N and charge +1.

Each atom is followed by the atoms it is bonded to, with distances in Å.
Positions of all 12 atoms, in Å:
1 C -2.0085 -0.0126 -0.0078  C4 1.435, N6 1.158
2 C 1.5216 1.1509 0.3045  C3 1.386, H7 1.092, H8 1.087
3 C 0.2227 1.0054 -0.1558  C2 1.386, C4 1.410, H9 1.219
4 C -0.5843 -0.1506 -0.1186  C1 1.435, C3 1.410, C5 1.462
5 C -0.0125 -1.4949 -0.1681  C4 1.462, H10 1.068, H11 1.079, H12 1.085
6 N -3.1235 0.2451 0.1681  C1 1.158
7 H 1.9357 2.1230 0.0270  C2 1.092
8 H 2.1003 0.4960 0.9510  C2 1.087
9 H -0.2532 2.0527 -0.5586  C3 1.219
10 H 1.0416 -1.4783 -0.3404  C5 1.068
11 H -0.4377 -2.1581 -0.9050  C5 1.079
12 H -0.4022 -1.7785 0.8037  C5 1.085

Results
M in g/mol: 80.11
E_LUMO in eV: -7.97
HOMO-LUMO gap in eV: 8.6
HOMO in eV: -16.5830
Total charge: +1
Relative energy (zero: lowest compared OMol25 entry of this formula, charge and spin) in kcal per mole: 85.3

Results of the Mulliken charge analysis, in e, for atoms 1 through 5:
1. C 0.03
2. C -0.53
3. C -0.33
4. C 0.99
5. C -1.02


The following is a DFT calculation (wB97M-V/def2-TZVPD) of an isolated ion of composition C5H6N and charge +1.

Each atom is followed by the atoms it is bonded to, with distances in Å.
Positions of all 12 atoms, in Å:
1 C 0.9137 0.2496 -0.2013  C2 1.204, C5 1.480
2 C -0.2790 0.3107 -0.3510  C1 1.204, N6 1.494
3 C -2.6409 0.2647 0.6531  C4 1.271, N6 1.463, H7 1.107
4 C -2.6244 -0.7107 -0.1612  C3 1.271, N6 1.472, H8 1.051
5 C 2.2956 -0.1140 0.1835  C1 1.480, H9 1.058, H10 1.147, H11 1.232
6 N -1.7605 0.4309 -0.5033  C2 1.494, C3 1.463, C4 1.472, H12 1.011
7 H -2.8971 0.8124 1.5800  C3 1.107
8 H -2.7687 -1.6952 -0.4992  C4 1.051
9 H 2.6086 0.3154 1.0986  C5 1.058
10 H 2.5191 -1.2138 -0.0516  C5 1.147
11 H 3.1720 0.4540 -0.4696  C5 1.232
12 H -1.8815 1.1347 -1.2187  N6 1.011

Results
M in g/mol: 80.11
E_LUMO in eV: -4.21
HOMO-LUMO gap in eV: 10.4
HOMO in eV: -14.6023
SMILES: CC#C[NH+]1C=C1
Total charge: +1
Relative energy (zero: lowest compared OMol25 entry of this formula, charge and spin) in kcal per mole: 138.9

Results of the Mulliken charge analysis, in e, for atoms 1 through 5:
1. C 0.53
2. C -0.17
3. C -0.08
4. C -0.07
5. C -1.11


The following is a DFT calculation (wB97M-V/def2-TZVPD) of an isolated ion of composition C5H6N and charge +1.

Each atom is followed by the atoms it is bonded to, with distances in Å.
Positions of all 12 atoms, in Å:
1 C 0.1693 0.1604 0.2087  C2 1.394, C3 1.374, N6 1.387
2 C 0.7485 -1.0498 -0.1686  C1 1.394, C5 1.239
3 C 0.7046 0.7402 1.3336  C1 1.374, H7 1.083, H8 1.149
4 C -1.7323 1.2691 -0.5814  N6 1.277, H9 1.148, H10 1.105
5 C 1.4664 -2.0380 -0.3790  C2 1.239, H11 1.164, H12 1.060
6 N -0.9516 0.2588 -0.6016  C1 1.387, C4 1.277
7 H 1.4750 0.0858 1.7211  C3 1.083
8 H 0.4979 1.8249 1.6517  C3 1.149
9 H -1.8089 2.2184 0.0596  C4 1.148
10 H -2.5917 1.1535 -1.2669  C4 1.105
11 H 2.4677 -1.6107 -0.7895  C5 1.164
12 H 1.4144 -3.0816 -0.1980  C5 1.060

Results
M in g/mol: 80.11
E_LUMO in eV: -6.78
HOMO-LUMO gap in eV: 8.1
HOMO in eV: -14.8909
Total charge: +1
Relative energy (zero: lowest compared OMol25 entry of this formula, charge and spin) in kcal per mole: 116.6

Results of the Mulliken charge analysis, in e, for atoms 1 through 5:
1. C 0.38
2. C 0.35
3. C -0.69
4. C -0.10
5. C -0.27


The following is a DFT calculation (wB97M-V/def2-TZVPD) of an isolated ion of composition C5H6N and charge +1.

Each atom is followed by the atoms it is bonded to, with distances in Å.
Positions of all 12 atoms, in Å:
1 C 1.0833 -0.3582 -0.0148  C2 1.536, C4 1.307, C5 1.575
2 C -0.1582 -1.2161 0.2729  C1 1.536, C5 1.893, N6 1.322
3 C -2.3302 -0.1894 -0.2360  N6 1.269, H7 1.020, H8 1.124
4 C 2.3815 -0.3022 -0.1589  C1 1.307, H9 0.985, H10 1.066
5 C -0.0679 0.6743 0.2858  C1 1.575, C2 1.893, N6 1.452, H11 1.029, H12 1.088
6 N -1.1082 -0.3175 0.0817  C2 1.322, C3 1.269, C5 1.452
7 H -2.7086 0.7250 0.0132  C3 1.020
8 H -2.9595 -1.0412 -0.6140  C3 1.124
9 H 2.8382 0.4305 0.3154  C4 0.985
10 H 2.9010 -1.0014 -0.7740  C4 1.066
11 H -0.0061 1.0961 1.2223  C5 1.029
12 H 0.1346 1.5001 -0.3935  C5 1.088

Results
M in g/mol: 80.11
E_LUMO (alpha / beta) in eV: -6.50 / -6.64
HOMO-LUMO gap (alpha / beta) in eV: 7.4 / 7.5
HOMO (alpha / beta) in eV: -13.9297 / -14.1913
Total charge: +1
Relative energy (zero: lowest compared OMol25 entry of this formula, charge and spin) in kcal per mole: 162.6

Results of the Mulliken charge analysis, in e, for atoms 1 through 5:
1. C 0.43
2. C -0.26
3. C -0.12
4. C -0.60
5. C -0.49


Repeat the sixth record exactly.
The following is a DFT calculation (wB97M-V/def2-TZVPD) of an isolated ion of composition C5H6N and charge +1.

Each atom is followed by the atoms it is bonded to, with distances in Å.
Positions of all 12 atoms, in Å:
1 C 1.0833 -0.3582 -0.0148  C2 1.536, C4 1.307, C5 1.575
2 C -0.1582 -1.2161 0.2729  C1 1.536, C5 1.893, N6 1.322
3 C -2.3302 -0.1894 -0.2360  N6 1.269, H7 1.020, H8 1.124
4 C 2.3815 -0.3022 -0.1589  C1 1.307, H9 0.985, H10 1.066
5 C -0.0679 0.6743 0.2858  C1 1.575, C2 1.893, N6 1.452, H11 1.029, H12 1.088
6 N -1.1082 -0.3175 0.0817  C2 1.322, C3 1.269, C5 1.452
7 H -2.7086 0.7250 0.0132  C3 1.020
8 H -2.9595 -1.0412 -0.6140  C3 1.124
9 H 2.8382 0.4305 0.3154  C4 0.985
10 H 2.9010 -1.0014 -0.7740  C4 1.066
11 H -0.0061 1.0961 1.2223  C5 1.029
12 H 0.1346 1.5001 -0.3935  C5 1.088

Results
M in g/mol: 80.11
E_LUMO (alpha / beta) in eV: -6.50 / -6.64
HOMO-LUMO gap (alpha / beta) in eV: 7.4 / 7.5
HOMO (alpha / beta) in eV: -13.9297 / -14.1913
Total charge: +1
Relative energy (zero: lowest compared OMol25 entry of this formula, charge and spin) in kcal per mole: 162.6

Results of the Mulliken charge analysis, in e, for atoms 1 through 5:
1. C 0.43
2. C -0.26
3. C -0.12
4. C -0.60
5. C -0.49


- What is the relative energy (zero: lowest compared OMol25 entry of this formula, charge and spin) in the first record?
  177.5 kcal per mole


- Number 1 is which compound?
  C5H6N